{"formula": "C2H7N3O", "method": "wB97M-V/def2-TZVPD", "species": ["H", "H", "H", "C", "H", "H", "O", "H", "N", "H", "N", "C", "N"], "coordinates": [[-1.48065, -2.50265, -1.83894], [-2.88282, -1.71139, -1.17484], [-0.20201, 1.51269, 0.54595], [0.74947, 1.16693, 0.32325], [1.49012, 1.31097, 2.22225], [2.02377, -0.14119, 1.39086], [-1.91426, 0.26111, -0.85550], [2.60049, 1.65107, 0.94526], [-1.92808, -2.02240, -1.10189], [1.06981, 1.22343, -0.62955], [-1.26058, -0.80077, -0.75502], [1.85066, 0.99130, 1.28708], [-0.11592, -0.93908, -0.35891]], "atomic_forces_ev_per_a": [[0.3022, -0.2474, -1.0030], [-0.3267, -0.3853, -0.6285], [-1.5554, 0.3647, 0.5519], [1.1874, 1.1716, 2.2960], [-0.0623, 0.4133, 1.5066], [0.7261, 1.5648, -0.2383], [0.2652, -0.5214, 0.0560], [1.7253, -0.0307, -0.0273], [-0.3067, 1.3606, 1.9376], [0.5357, -0.0044, -3.3532], [-0.7861, -0.5631, -0.6489], [-1.8981, -2.0423, -0.1618], [0.1935, -1.0803, -0.2870]], "nbo_charge": [0.390, 0.396, 0.174, -0.284, 0.205, 0.212, -0.462, 0.219, -0.665, 0.144, 0.332, -0.686, 0.025], "relative_energy_ev": 2.0443, "total_charge": 0, "s2": 2.02, "orbital_gap_ev": [7.57, 8.78], "multiplicity": 3, "largest_force_ha_per_bohr": 0.066, "lumo_ev": [0.718, -1.658]}

{"formula": "C6H16NOSi", "method": "wB97M-V/def2-TZVPD", "species": ["H", "Si", "H", "C", "O", "H", "C", "C", "C", "H", "H", "N", "H", "H", "H", "H", "H", "H", "C", "H", "C", "H", "H", "H", "H"], "coordinates": [[-1.79555, -0.84576, -2.16454], [-0.27940, -0.90360, -0.42339], [1.21363, -2.80166, -0.07889], [-0.28345, 0.67848, 0.97559], [0.74218, -0.44182, -1.60696], [2.76494, 1.63046, 0.25754], [0.39097, -2.41714, 0.58863], [1.81831, 0.46199, -1.42607], [-1.70643, 1.23358, 1.05006], [2.75313, -0.16070, -1.66709], [-2.13236, 1.64511, 0.09423], [0.63373, 1.62525, 0.46301], [-2.37113, 0.42477, 1.38214], [0.77634, 2.42590, 1.15335], [1.67211, 1.22361, -2.10801], [0.22828, 1.99706, -0.45263], [-2.38187, -2.17405, -1.07484], [0.76453, -2.08282, 1.58326], [1.94887, 0.90449, 0.13236], [-2.60943, -0.58714, -0.54871], [-1.96733, -1.17200, -1.14060], [2.18409, -0.17182, 0.47678], [-1.99589, 2.09062, 1.81395], [-0.52692, -3.12629, 0.70881], [0.15863, 0.54347, 2.01203]], "atomic_forces_ev_per_a": [[-0.8440, 0.1079, -0.1692], [-0.2331, -1.4255, 3.0160], [-0.8407, -0.2358, 1.0002], [-1.9277, -1.8726, 0.9293], [-0.0954, 0.7919, 0.0810], [-0.1507, -0.5915, 0.0748], [-1.1862, 0.5059, -0.8189], [1.8078, -2.6193, 2.1757], [-1.5879, 1.7235, 1.2264], [-1.0101, 1.3868, 0.2707], [0.6594, -0.6704, 0.5009], [1.8592, 1.9580, -1.2797], [0.1357, 0.1395, -0.2521], [-0.1023, -0.9434, -1.3254], [0.0573, 1.9296, -1.2830], [0.9312, -0.0589, 1.4240], [0.4165, -0.2173, -0.2328], [-0.1449, -0.5202, -0.7160], [0.5554, -0.7026, -3.3072], [-1.1651, 1.1621, 0.1222], [1.5057, -0.5023, -0.1283], [-0.9674, 2.1817, 1.1161], [1.3029, -1.5086, -1.1863], [2.0168, 0.9228, -0.1826], [-0.9926, -0.9413, -1.0559]], "nbo_charge": [0.265, 1.856, 0.256, -0.426, -0.886, 0.249, -1.147, -0.057, -0.683, 0.215, 0.227, -0.525, 0.250, 0.440, 0.191, 0.437, 0.275, 0.243, -0.288, 0.249, -1.156, 0.275, 0.240, 0.267, 0.234], "smiles": "C[C@@H]1[NH2+]CCO[Si]1(C)C", "relative_energy_ev": 0.0000, "total_charge": 1, "orbital_gap_ev": 10.28, "largest_force_ha_per_bohr": 0.075, "lumo_ev": -3.248}